Formula: C11H12O2
Source: OMol25
Level of theory: wB97M-V/def2-TZVPD

Positions of all 25 atoms, in Å:
C: -3.379 0.905 0.704
C: -3.176 -0.367 -0.041
C: -1.836 -1.120 0.348
C: -0.566 -0.932 -0.648
C: 1.448 -1.598 0.046
C: 1.378 -0.075 0.029
C: 2.302 0.800 0.432
C: 2.036 2.197 0.286
C: 0.802 2.606 -0.182
C: -0.078 1.691 -0.672
C: 0.166 0.375 -0.543
H: -4.363 0.657 1.587
H: -2.169 1.070 1.060
H: -3.751 2.005 -0.076
H: -3.967 -1.041 -0.131
H: -3.092 -0.048 -1.039
H: -2.085 -2.193 0.351
H: -1.463 -0.628 1.334
H: -0.932 -1.415 -1.646
H: 3.316 0.515 0.811
H: 2.850 2.974 0.375
H: 0.552 3.640 -0.303
H: -1.078 2.039 -1.016
O: 0.316 -2.060 -0.453
O: 2.383 -2.246 0.470

Calculated values
**Strongest force on any atom**: 5.9 eV/Å
**ΔE to the lowest compared entry with this formula, charge and spin**: 389.23 kJ/mol
**E_HOMO**: -9.5955 eV

---

Formula: C11H13BF2N3PtSbSe4
Source: OMol25
Level of theory: wB97M-V/def2-TZVPD

Positions of all 36 atoms, in Å:
Pt: -0.763 -0.035 -0.551
N: 1.698 4.721 2.997
C: 1.285 3.697 2.200
C: 1.003 3.894 0.844
C: 0.599 2.822 0.081
N: 0.465 1.579 0.559
C: 0.734 1.393 1.859
C: 1.140 2.399 2.704
H: 1.677 5.665 2.659
H: 1.775 4.588 3.988
H: 1.090 4.874 0.393
H: 0.369 2.957 -0.969
H: 0.611 0.381 2.225
H: 1.338 2.179 3.744
Se: -5.908 -0.225 1.993
Sb: -4.247 -1.268 0.453
Se: -1.350 -2.441 -1.140
Se: -5.610 -0.918 -1.613
Se: -2.854 0.884 0.082
F: -1.428 -1.942 1.769
B: -0.644 -1.989 0.657
F: 0.677 -2.104 0.990
N: 1.341 -0.454 -1.526
C: 1.409 0.288 -2.740
C: 2.262 1.380 -2.837
C: 2.272 2.156 -3.988
C: 1.438 1.839 -5.050
C: 0.595 0.739 -4.949
C: 0.570 -0.037 -3.801
H: 1.294 -1.460 -1.659
H: 2.092 -0.215 -0.892
H: 2.919 1.625 -2.009
H: 2.941 3.004 -4.052
H: 1.447 2.440 -5.950
H: -0.062 0.482 -5.770
H: -0.100 -0.882 -3.707

Calculated values
**Strongest force on any atom**: 0.4 eV/Å
**Multiplicity**: 5
**ΔE to the lowest compared entry with this formula, charge and spin**: 13.34 kJ/mol
**E_HOMO (spin up / spin down)**: -6.3317 / -7.4530 eV

---

Formula: C11H13BrO
Source: OMol25
Level of theory: wB97M-V/def2-TZVPD

Positions of all 26 atoms, in Å:
Br: -3.768 -0.924 -3.012
H: -1.653 -2.146 -1.723
O: -1.556 -1.205 -1.506
C: -0.824 -0.844 -0.505
C: 0.301 -1.652 0.010
C: 1.716 -1.177 -0.436
C: 2.819 -1.866 0.346
C: 3.861 -1.227 0.892
C: -1.132 0.457 -0.047
C: -0.354 1.116 0.955
C: -0.666 2.407 1.337
C: -1.771 3.047 0.742
C: -2.473 2.439 -0.319
C: -2.166 1.148 -0.699
H: 0.196 -1.529 1.098
H: 0.182 -2.720 -0.252
H: 1.794 -1.460 -1.495
H: 1.830 -0.084 -0.331
H: 2.652 -2.945 0.438
H: 4.665 -1.776 1.381
H: 3.977 -0.143 0.851
H: 0.490 0.557 1.382
H: -0.048 2.914 2.095
H: -2.058 4.027 1.109
H: -3.278 2.936 -0.854
H: -2.737 0.647 -1.455

Calculated values
**Strongest force on any atom**: 1.7 eV/Å
**ΔE to the lowest compared entry with this formula, charge and spin**: 103.14 kJ/mol
**E_HOMO**: -6.9819 eV

---

Formula: C11H13BrOV
Source: OMol25
Level of theory: wB97M-V/def2-TZVPD

Positions of all 27 atoms, in Å:
C: 0.863 1.916 -0.402
C: 2.021 2.425 0.225
C: 3.139 1.590 -0.171
H: 2.078 3.314 0.857
C: 2.639 0.637 -1.152
C: 1.235 0.809 -1.254
H: 0.545 0.286 -1.888
H: -0.088 2.424 -0.451
H: 4.183 1.747 0.110
H: 3.253 -0.042 -1.740
V: 1.692 0.200 0.763
Br: 0.625 0.787 2.814
C: -2.876 -1.627 0.172
C: -2.512 -1.220 -1.157
C: -2.707 0.191 -1.255
H: -2.100 -1.862 -1.928
C: -3.231 0.656 0.005
C: -3.262 -0.464 0.889
H: -3.577 -0.428 1.937
H: -2.802 -2.632 0.571
H: -2.438 0.827 -2.094
H: -3.607 1.635 0.207
C: 1.406 -2.266 1.030
O: 0.863 -1.299 0.172
H: 1.731 -3.104 0.378
H: 0.664 -2.677 1.747
H: 2.263 -1.824 1.615

Calculated values
**Strongest force on any atom**: 3.0 eV/Å
**Charge**: -2
**Multiplicity**: 4
**E_HOMO (spin up / spin down)**: 0.7976 / 0.4392 eV

---

Formula: C11H13Cl2FeO4
Source: OMol25
Level of theory: wB97M-V/def2-TZVPD

Positions of all 31 atoms, in Å:
Fe: 0.135 -0.207 -0.732
C: -0.492 -3.168 -0.367
O: -0.270 -2.148 -1.379
C: 0.623 -2.516 -2.453
C: 2.000 -2.013 -2.121
O: 1.904 -0.615 -1.764
C: 2.159 0.323 -2.849
H: -0.596 -4.135 -0.852
H: -1.422 -2.919 0.136
H: 0.331 -3.198 0.347
H: 0.231 -2.050 -3.357
H: 0.632 -3.597 -2.593
H: 2.670 -2.146 -2.970
H: 2.420 -2.524 -1.256
H: 3.011 -0.022 -3.430
H: 2.401 1.278 -2.393
H: 1.289 0.419 -3.501
Cl: -2.458 4.242 4.469
C: -1.755 3.039 3.532
C: -1.107 1.960 4.145
C: -0.523 0.988 3.374
Cl: 0.274 -0.322 4.074
C: -0.568 1.056 1.914
O: -0.003 0.172 1.227
C: -1.271 2.170 1.324
C: -1.414 2.287 -0.114
O: -1.013 1.463 -0.938
C: -1.834 3.132 2.116
H: -1.070 1.895 5.224
H: -1.932 3.177 -0.489
H: -2.352 3.976 1.674

Calculated values
**Strongest force on any atom**: 0.5 eV/Å
**Charge**: +2
**Multiplicity**: 6
**E_HOMO (spin up / spin down)**: -15.7044 / -16.6150 eV

---

Formula: C11H13ClSi
Source: OMol25
Level of theory: wB97M-V/def2-TZVPD

Positions of all 26 atoms, in Å:
C: 2.197 -2.390 -0.373
C: 1.324 -3.042 0.485
C: 2.125 -1.024 -0.727
C: 0.249 -2.317 0.999
C: 1.058 -0.337 -0.165
C: 0.137 -0.920 0.707
C: 0.576 1.014 -0.519
C: -0.591 1.407 -0.036
C: -1.029 -0.067 1.087
C: 1.534 1.873 -1.302
C: -1.505 2.594 0.157
Si: -2.779 -0.412 0.555
Cl: -2.645 -0.444 -1.445
H: 3.063 -2.894 -0.785
H: 1.300 -4.086 0.644
H: 2.788 -0.792 -1.540
H: -0.453 -2.738 1.705
H: -0.724 0.382 2.117
H: 2.558 1.769 -0.761
H: 1.178 2.935 -1.289
H: 1.697 1.593 -2.343
H: -2.299 2.975 -0.617
H: -0.811 3.488 0.039
H: -2.112 2.478 1.049
H: -3.686 0.744 1.118
H: -3.149 -1.789 1.239

Calculated values
**Strongest force on any atom**: 4.9 eV/Å
**ΔE to the lowest compared entry with this formula, charge and spin**: 151.20 kJ/mol
**E_HOMO**: -8.2922 eV

---

Formula: C11H13F2I
Source: OMol25
Level of theory: wB97M-V/def2-TZVPD

Positions of all 27 atoms, in Å:
C: -1.726 3.245 1.574
C: -2.732 3.294 0.551
C: -0.877 2.076 1.547
C: -2.836 2.315 -0.385
C: -1.036 1.135 0.562
C: -1.944 1.216 -0.448
C: 0.364 -1.923 -1.640
C: 2.680 -2.233 -0.334
C: 0.541 -1.969 0.903
C: 1.466 -0.047 -0.487
C: 1.236 -1.541 -0.370
F: -2.085 0.263 -1.394
F: 1.830 0.420 -1.662
I: 2.471 0.960 1.041
H: -1.403 4.066 2.159
H: -3.313 4.181 0.419
H: -0.115 1.869 2.301
H: -3.602 2.447 -1.101
H: 0.895 -1.534 -2.550
H: 0.483 -3.057 -1.692
H: -0.648 -1.779 -1.650
H: 3.150 -2.180 0.620
H: 3.468 -1.706 -1.021
H: 2.797 -3.321 -0.511
H: 1.021 -1.789 1.794
H: -0.373 -1.484 0.914
H: 0.287 -2.922 0.859

Calculated values
**Strongest force on any atom**: 5.5 eV/Å
**ΔE to the lowest compared entry with this formula, charge and spin**: 168.80 kJ/mol
**E_HOMO (spin up / spin down)**: -7.9828 / -9.1691 eV

---

Formula: C11H13F6NOSm
Source: OMol25
Level of theory: wB97M-V/def2-TZVPD

Positions of all 33 atoms, in Å:
C: -3.224 -1.005 0.020
C: -3.311 0.410 0.220
C: -2.619 0.740 1.432
C: -2.103 -0.487 1.982
C: -2.470 -1.562 1.100
Sm: -0.707 -0.042 -0.120
N: -0.318 -1.570 -1.590
C: -0.563 -0.549 -2.644
C: -1.191 0.778 -2.285
H: -2.391 1.762 1.791
H: -3.793 1.127 -0.462
H: -1.410 -0.563 2.837
H: -2.181 -2.619 1.204
H: -3.664 -1.566 -0.817
H: -2.222 0.950 -2.598
H: 0.394 -0.346 -3.166
H: 0.026 -2.489 -1.820
H: -0.516 1.651 -2.266
H: -1.254 -1.056 -3.340
C: 1.825 1.631 1.512
C: 2.092 0.562 0.478
O: 1.224 0.670 -0.591
C: 3.515 0.675 -0.156
F: 4.477 0.591 0.801
F: 3.757 -0.289 -1.083
F: 3.636 1.878 -0.776
C: 2.016 -0.883 1.107
F: 2.856 -1.074 2.134
F: 0.723 -1.092 1.661
F: 2.138 -1.910 0.221
H: 1.907 2.593 0.993
H: 2.556 1.541 2.315
H: 0.796 1.542 1.907

Calculated values
**Strongest force on any atom**: 3.0 eV/Å
**Charge**: -1
**Multiplicity**: 6
**ΔE to the lowest compared entry with this formula, charge and spin**: 33.84 kJ/mol
**E_HOMO (spin up / spin down)**: -2.7684 / -2.6735 eV